(1)
{
  "formula": "C21H29N4O5PSi2",
  "method": "ωB97M-V with the def2-TZVPD basis set",
  "species": ["C", "Si", "O", "Si", "O", "P", "O", "O", "O", "H", "H", "H", "H", "H", "H", "H", "H", "H", "N", "C", "C", "C", "C", "C", "H", "H", "H", "H", "H", "N", "C", "C", "C", "C", "C", "H", "H", "H", "H", "H", "N", "C", "C", "C", "C", "C", "H", "H", "H", "H", "H", "N", "C", "C", "C", "C", "C", "H", "H", "H", "H", "H"],
  "xyz": [[-0.554, 2.018, -2.424], [0.591, 0.453, -2.113], [0.375, 0.049, -0.410], [1.484, -1.207, 0.119], [2.122, -2.215, -1.188], [2.632, 1.096, -2.648], [3.719, -0.050, -2.610], [2.530, 1.673, -4.324], [3.089, 2.529, -1.709], [-1.377, 1.820, -3.234], [0.155, 2.933, -2.683], [-1.142, 2.317, -1.429], [0.100, -0.599, -3.032], [2.503, -0.611, 0.973], [0.693, -2.104, 1.002], [2.937, -2.660, -0.760], [2.079, 0.986, -4.900], [3.745, 2.179, -1.018], [-2.712, -5.216, -2.807], [-3.373, -4.184, -2.238], [-2.745, -3.089, -1.666], [-1.355, -3.050, -1.672], [-0.647, -4.099, -2.249], [-1.363, -5.149, -2.800], [-4.456, -4.263, -2.255], [-3.326, -2.287, -1.225], [-0.828, -2.208, -1.232], [0.437, -4.098, -2.269], [-0.856, -5.990, -3.265], [-0.309, 3.531, 0.530], [-0.969, 4.564, 1.099], [-0.342, 5.659, 1.672], [1.048, 5.698, 1.665], [1.757, 4.649, 1.088], [1.040, 3.599, 0.538], [-2.053, 4.485, 1.082], [-0.923, 6.461, 2.112], [1.576, 6.539, 2.105], [2.841, 4.649, 1.068], [1.547, 2.758, 0.073], [-6.685, -1.027, 1.099], [-7.655, -1.888, 1.476], [-7.436, -3.233, 1.731], [-6.144, -3.728, 1.587], [-5.124, -2.866, 1.197], [-5.441, -1.536, 0.969], [-8.647, -1.455, 1.572], [-8.252, -3.878, 2.034], [-5.934, -4.776, 1.776], [-4.107, -3.220, 1.076], [-4.679, -0.823, 0.667], [4.844, 2.026, 1.482], [5.242, 0.792, 1.105], [5.803, -0.135, 1.969], [5.971, 0.226, 3.302], [5.573, 1.491, 3.721], [5.019, 2.347, 2.783], [5.093, 0.559, 0.055], [6.102, -1.114, 1.612], [6.409, -0.473, 4.009], [5.691, 1.803, 4.752], [4.689, 3.344, 3.061]],
  "orbital_gap_ev": 9.933,
  "total_charge": 0,
  "lumo_energy_ha": 0.009,
  "largest_force_ev_per_a": 6.1
}



(2)
{
  "formula": "CH6O",
  "method": "ωB97M-V with the def2-TZVPD basis set",
  "species": ["C", "H", "H", "H", "H", "H", "H", "O"],
  "xyz": [[-1.814, -0.012, -0.002], [-0.771, 0.033, 0.126], [-2.156, -0.312, 0.989], [-1.981, -0.860, -0.774], [-2.168, 1.016, -0.334], [2.426, -0.508, -0.387], [1.289, 0.612, -0.370], [1.781, 0.011, 0.096]],
  "orbital_gap_ev": 12.611,
  "total_charge": 0,
  "smiles": "C.O",
  "lumo_energy_ha": 0.036,
  "largest_force_ev_per_a": 4.2,
  "e_above_lowest_ev": 0.3758
}



(3)
{
  "formula": "C12H20ClN4Pd",
  "method": "ωB97M-V with the def2-TZVPD basis set",
  "species": ["Pd", "C", "C", "N", "C", "C", "C", "C", "C", "C", "C", "N", "C", "C", "N", "N", "H", "H", "H", "H", "H", "H", "H", "H", "H", "H", "H", "H", "H", "H", "H", "H", "H", "H", "Cl", "C", "H", "H"],
  "xyz": [[0.293, -1.319, -0.795], [0.409, -1.410, 2.226], [-1.113, -1.194, 2.257], [-1.732, -1.339, 0.927], [-2.669, -0.300, 0.529], [-2.038, 0.847, -0.247], [-2.741, 2.033, -0.410], [-2.146, 3.080, -1.095], [-0.852, 2.927, -1.568], [-0.211, 1.713, -1.377], [1.204, 1.513, -1.887], [1.905, 0.375, -1.290], [2.642, 0.657, -0.036], [2.407, -0.402, 1.047], [0.971, -0.484, 1.251], [-0.815, 0.698, -0.759], [0.635, -2.433, 1.915], [0.813, -1.261, 3.235], [-1.303, -0.180, 2.624], [-1.550, -1.886, 2.979], [-2.184, -2.238, 0.860], [-3.187, 0.133, 1.392], [-3.436, -0.743, -0.110], [-3.739, 2.138, -0.004], [-2.673, 4.013, -1.236], [-0.350, 3.741, -2.075], [1.753, 2.445, -1.721], [1.148, 1.358, -2.967], [2.526, -0.036, -1.970], [2.297, 1.619, 0.353], [3.713, 0.742, -0.224], [2.960, -0.123, 1.953], [2.775, -1.372, 0.706], [0.604, 0.446, 1.422], [-0.543, -3.698, -1.132], [1.096, -3.143, -1.465], [1.331, -3.287, -2.513], [1.798, -3.629, -0.795]],
  "orbital_gap_ev": [7.450, 7.451],
  "total_charge": 1,
  "lumo_energy_ha": [-0.131, -0.131],
  "largest_force_ev_per_a": 2.7,
  "e_above_lowest_ev": 0.7296
}



(4)
{
  "formula": "C2H2Cl6P",
  "method": "ωB97M-V with the def2-TZVPD basis set",
  "species": ["C", "C", "P", "Cl", "Cl", "Cl", "Cl", "Cl", "Cl", "H", "H"],
  "xyz": [[-0.274, 1.615, 0.388], [-1.735, -0.974, 0.376], [-1.891, 0.858, -0.162], [1.427, 0.209, 0.219], [-0.040, 2.871, -0.810], [-3.286, -1.647, 0.404], [-0.697, -1.908, -0.797], [-3.245, 1.615, 1.040], [-2.391, 0.841, -2.036], [2.510, 0.696, 0.917], [-1.270, -0.877, 1.331]],
  "orbital_gap_ev": 7.581,
  "total_charge": 1,
  "lumo_energy_ha": -0.219,
  "largest_force_ev_per_a": 2.9,
  "e_above_lowest_ev": 1.6472
}



Repeat the fourth record exactly.
{
  "formula": "C2H2Cl6P",
  "method": "ωB97M-V with the def2-TZVPD basis set",
  "species": ["C", "C", "P", "Cl", "Cl", "Cl", "Cl", "Cl", "Cl", "H", "H"],
  "xyz": [[-0.274, 1.615, 0.388], [-1.735, -0.974, 0.376], [-1.891, 0.858, -0.162], [1.427, 0.209, 0.219], [-0.040, 2.871, -0.810], [-3.286, -1.647, 0.404], [-0.697, -1.908, -0.797], [-3.245, 1.615, 1.040], [-2.391, 0.841, -2.036], [2.510, 0.696, 0.917], [-1.270, -0.877, 1.331]],
  "orbital_gap_ev": 7.581,
  "total_charge": 1,
  "lumo_energy_ha": -0.219,
  "largest_force_ev_per_a": 2.9,
  "e_above_lowest_ev": 1.6472
}



Question: Which formula does entry 2 have?
Answer: CH6O